No. 1
C42H44CuF9GeN3O8P2S as an isolated structure. Source: the Open Molecules 2025 dataset; level of theory: ωB97M-V/def2-TZVPD.

Last column: Löwdin spin population.
Geometry (Å):
Cu (0.74, 0.11, -0.59)  0.001
C (2.83, 2.17, -2.54)  0.000
P (2.75, 0.82, -1.31)  0.000
C (3.80, -0.44, -2.14)  0.000
C (3.89, 1.45, -0.03)  0.000
H (3.87, 2.36, -2.82)  0.000
H (2.40, 3.06, -2.09)  0.000
H (2.26, 1.89, -3.42)  0.000
H (4.76, -0.01, -2.42)  0.000
H (3.29, -0.80, -3.03)  0.000
H (3.97, -1.30, -1.48)  0.000
H (4.88, 1.64, -0.44)  0.000
H (3.98, 0.74, 0.80)  0.000
H (3.48, 2.39, 0.36)  0.000
O (-0.91, 4.03, 6.36)  -0.007
N (-0.36, 4.57, 5.42)  -0.001
O (0.04, 5.72, 5.43)  0.004
C (-0.19, 3.81, 4.20)  0.010
C (-0.54, 2.46, 4.19)  0.085
C (-0.35, 1.69, 3.05)  -0.013
C (0.12, 2.28, 1.81)  0.020
O (0.08, 1.65, 0.71)  0.024
C (0.49, 3.67, 1.92)  0.007
C (0.34, 4.41, 3.08)  0.063
N (1.02, 4.38, 0.78)  0.000
O (0.99, 5.59, 0.79)  -0.002
O (1.51, 3.74, -0.15)  0.000
N (-0.71, 0.35, 3.13)  0.346
O (-1.38, -0.07, 4.13)  0.403
O (-0.37, -1.96, 2.61)  0.000
H (-0.95, 2.00, 5.07)  0.006
H (0.63, 5.45, 3.11)  0.003
F (1.85, -3.71, -7.26)  0.000
C (1.96, -2.48, -6.71)  0.000
F (3.26, -2.13, -6.80)  0.000
F (1.27, -1.64, -7.50)  0.000
C (1.48, -2.47, -5.29)  0.000
C (0.49, -1.58, -4.88)  0.000
C (0.09, -1.57, -3.56)  0.000
C (0.68, -2.44, -2.63)  0.000
C (1.67, -3.32, -3.05)  0.000
C (2.07, -3.33, -4.38)  0.000
P (0.16, -2.21, -0.89)  0.000
C (1.17, -3.48, -0.04)  0.000
C (2.37, -3.03, 0.51)  0.000
C (3.22, -3.90, 1.15)  0.000
C (2.87, -5.24, 1.26)  0.000
C (1.66, -5.70, 0.75)  0.000
C (0.82, -4.82, 0.09)  0.000
C (3.82, -6.18, 1.95)  0.000
F (5.03, -6.17, 1.35)  0.000
F (3.40, -7.45, 1.95)  0.000
F (4.03, -5.82, 3.23)  0.000
C (-1.50, -2.98, -0.88)  0.000
C (-2.06, -3.63, -1.98)  0.000
C (-3.35, -4.12, -1.91)  0.000
C (-4.09, -3.97, -0.75)  0.000
C (-3.54, -3.33, 0.35)  0.000
C (-2.24, -2.85, 0.29)  0.001
C (-5.50, -4.47, -0.66)  0.000
F (-5.66, -5.31, 0.38)  0.000
F (-6.38, -3.46, -0.47)  0.000
F (-5.90, -5.13, -1.76)  0.000
H (0.03, -0.91, -5.60)  0.000
H (-0.66, -0.88, -3.21)  0.000
H (2.14, -3.99, -2.35)  0.000
H (2.85, -4.00, -4.71)  0.000
H (2.62, -1.98, 0.42)  0.000
H (4.16, -3.56, 1.57)  0.000
H (1.39, -6.74, 0.85)  0.000
H (-0.12, -5.17, -0.32)  0.000
H (-1.49, -3.75, -2.89)  0.000
H (-3.79, -4.63, -2.76)  0.000
H (-4.13, -3.21, 1.26)  0.000
H (-1.80, -2.39, 1.17)  0.001
C (-7.53, 0.33, -3.54)  0.000
C (-6.20, 0.58, -2.89)  0.000
C (-5.20, -0.39, -2.91)  0.000
C (-3.98, -0.16, -2.30)  0.000
C (-3.74, 1.06, -1.68)  0.000
C (-4.73, 2.02, -1.63)  0.000
C (-5.95, 1.79, -2.24)  0.000
S (-2.17, 1.36, -0.85)  0.001
C (-1.62, 2.68, -1.95)  0.000
O (-1.35, 0.15, -1.26)  0.001
H (-7.48, -0.53, -4.22)  0.000
H (-7.87, 1.20, -4.10)  0.000
H (-8.28, 0.11, -2.78)  0.000
H (-5.39, -1.33, -3.39)  0.000
H (-3.20, -0.91, -2.31)  0.000
H (-4.55, 2.96, -1.11)  0.000
H (-6.72, 2.55, -2.20)  0.000
H (-1.63, 2.31, -2.98)  0.000
H (-0.60, 2.93, -1.65)  0.000
H (-2.27, 3.54, -1.83)  0.000
C (0.47, -4.28, 4.06)  0.001
Ge (-0.32, -2.49, 4.40)  0.001
C (-2.12, -2.82, 5.12)  0.000
C (1.01, -1.39, 5.38)  0.002
C (-0.24, -0.67, 2.17)  0.022
H (0.38, -4.89, 4.96)  0.000
H (1.52, -4.22, 3.79)  0.000
H (-0.06, -4.77, 3.25)  0.000
H (-2.04, -3.32, 6.09)  0.000
H (-2.66, -3.47, 4.44)  0.000
H (-2.67, -1.89, 5.25)  0.000
H (1.39, -1.95, 6.23)  0.000
H (0.58, -0.46, 5.74)  0.001
H (1.85, -1.15, 4.72)  0.000
H (0.81, -0.42, 1.94)  0.009
H (-0.83, -0.53, 1.26)  0.012

## Properties
Spin multiplicity ... 2
E_LUMO (alpha / beta) ... -0.32 / -0.69 eV
Frontier orbital gap (alpha / beta) ... 7.14 / 7.61 eV
<S²> ... 0.7698
Relative energy (zero: lowest compared OMol25 entry of this formula, charge and spin) ... 0.0483 eV
E ... -220141.05774 eV


No. 2
C42H44IrN3O6S2 as an isolated structure. Source: the Open Molecules 2025 dataset; level of theory: ωB97M-V/def2-TZVPD.

Last column: Löwdin spin population.
Geometry (Å):
Ir (0.20, 0.22, -0.48)  2.700
C (1.22, 1.25, 2.71)  0.005
O (1.43, 0.29, 1.69)  0.066
C (1.75, -0.99, 2.24)  0.004
C (2.03, -2.00, 1.13)  0.004
O (0.89, -2.11, 0.28)  0.086
C (1.04, -3.19, -0.63)  0.004
H (0.53, 0.87, 3.47)  0.000
H (0.80, 2.14, 2.26)  0.000
H (2.17, 1.49, 3.20)  0.001
H (0.90, -1.33, 2.85)  0.000
H (2.64, -0.90, 2.88)  0.001
H (2.24, -2.97, 1.59)  0.002
H (2.91, -1.69, 0.55)  0.000
H (1.19, -4.12, -0.08)  0.002
H (1.88, -3.03, -1.31)  0.000
H (0.12, -3.26, -1.21)  0.000
C (1.51, 4.07, -0.29)  0.056
S (0.48, 2.73, -1.02)  0.198
O (-0.85, 2.87, -0.43)  0.161
C (0.51, 3.18, -2.76)  0.027
C (1.70, 2.92, -3.41)  0.010
C (1.82, 3.24, -4.75)  0.000
C (0.74, 3.78, -5.43)  0.012
C (-0.46, 4.00, -4.77)  0.002
C (-0.59, 3.70, -3.42)  0.014
H (1.16, 5.02, -0.68)  0.008
H (2.54, 3.90, -0.57)  0.000
H (1.40, 4.06, 0.78)  0.000
H (2.53, 2.46, -2.88)  0.001
H (2.75, 3.06, -5.27)  0.000
H (0.83, 4.04, -6.47)  0.001
H (-1.30, 4.42, -5.31)  0.000
H (-1.53, 3.85, -2.90)  0.001
O (-2.84, 1.77, -2.44)  0.038
C (-2.07, 0.86, -2.55)  0.039
O (-0.83, 0.77, -2.38)  0.307
C (-2.67, -0.51, -3.06)  0.041
C (-1.99, -1.68, -2.76)  0.008
C (-2.48, -2.87, -3.27)  0.003
C (-3.62, -2.87, -4.05)  0.003
C (-4.31, -1.70, -4.30)  0.007
C (-3.82, -0.49, -3.82)  0.007
H (-1.09, -1.65, -2.15)  0.001
H (-1.93, -3.79, -3.08)  0.000
H (-3.98, -3.80, -4.47)  0.000
H (-5.23, -1.69, -4.87)  0.001
H (-4.32, 0.44, -4.06)  0.000
O (-1.61, -0.11, 0.80)  0.084
S (-2.04, -1.22, 1.71)  0.070
C (-2.38, -0.38, 3.33)  0.008
C (-2.46, -1.38, 4.44)  0.001
C (-3.20, -1.07, 5.59)  0.000
C (-3.23, -1.95, 6.66)  0.000
C (-2.55, -3.16, 6.58)  0.000
C (-1.84, -3.48, 5.43)  0.000
C (-1.79, -2.59, 4.38)  0.002
C (-3.79, -1.67, 1.21)  0.032
C (-4.75, -0.56, 1.35)  0.251
C (-4.93, 0.36, 0.31)  0.076
C (-5.86, 1.37, 0.43)  0.070
C (-6.60, 1.51, 1.60)  0.298
C (-6.44, 0.59, 2.64)  0.081
C (-5.52, -0.43, 2.52)  0.071
H (-3.29, 0.21, 3.25)  0.003
H (-1.55, 0.31, 3.48)  0.000
H (-3.72, -0.12, 5.65)  0.000
H (-3.76, -1.68, 7.55)  0.000
H (-2.58, -3.85, 7.41)  0.000
H (-1.33, -4.43, 5.36)  0.000
H (-1.21, -2.85, 3.50)  0.001
H (-4.01, -2.51, 1.85)  0.004
H (-3.69, -1.99, 0.17)  0.005
H (-4.34, 0.27, -0.59)  0.001
H (-6.01, 2.06, -0.39)  0.000
H (-7.30, 2.33, 1.71)  0.012
H (-7.05, 0.67, 3.53)  0.001
H (-5.41, -1.15, 3.32)  0.000
N (10.82, 0.53, 0.74)  0.000
C (9.73, 0.45, 0.39)  0.000
C (8.39, 0.36, -0.06)  0.001
C (8.11, 0.50, -1.42)  0.000
C (6.81, 0.41, -1.87)  0.001
C (5.78, 0.17, -0.97)  0.001
C (6.06, 0.03, 0.39)  0.001
C (7.36, 0.12, 0.85)  0.000
N (4.45, 0.04, -1.41)  0.004
C (4.03, -0.53, -2.58)  0.003
C (2.66, -0.52, -2.56)  0.007
N (2.25, 0.07, -1.40)  0.078
C (3.34, 0.39, -0.73)  0.008
H (8.92, 0.69, -2.12)  0.000
H (6.60, 0.53, -2.92)  0.000
H (5.27, -0.18, 1.09)  0.000
H (7.59, 0.00, 1.89)  0.000
H (4.70, -0.91, -3.31)  0.000
H (1.97, -0.87, -3.30)  0.000
H (3.35, 0.90, 0.21)  0.000

## Properties
Spin multiplicity ... 6
E_LUMO (alpha / beta) ... -8.00 / -12.20 eV
Frontier orbital gap (alpha / beta) ... 7.54 / 3.33 eV
Total charge ... +3
<S²> ... 8.7833
E ... -85500.01961 eV


No. 3
A 2-piece molecular cluster, C42H44N3 overall. Source: the Open Molecules 2025 dataset; level of theory: ωB97M-V/def2-TZVPD.

Last column: Löwdin charge in e.
Geometry (Å):
C (-6.80, -0.29, -0.83)  -0.050
C (-5.39, -0.05, -1.30)  -0.278
C (-4.82, 1.22, -1.20)  -0.016
C (-3.51, 1.48, -1.61)  -0.205
C (-2.94, 2.85, -1.45)  -0.034
C (-2.75, 0.43, -2.14)  -0.156
N (-1.41, 0.68, -2.56)  -0.079
C (-0.32, 0.55, -1.80)  -0.023
N (0.79, 0.87, -2.49)  -0.067
C (2.11, 0.51, -2.08)  -0.167
C (2.44, -0.85, -2.02)  -0.207
C (1.42, -1.89, -2.36)  -0.039
C (3.73, -1.21, -1.63)  -0.023
C (4.69, -0.26, -1.29)  -0.271
C (6.06, -0.70, -0.87)  -0.050
C (4.34, 1.09, -1.37)  -0.007
C (3.06, 1.50, -1.77)  -0.198
C (2.70, 2.95, -1.83)  -0.034
C (0.45, 1.20, -3.91)  -0.087
C (-1.05, 1.10, -3.96)  -0.081
C (-3.30, -0.86, -2.26)  -0.193
C (-2.49, -1.99, -2.82)  -0.029
C (-4.61, -1.08, -1.84)  -0.005
H (-7.08, -1.33, -0.98)  0.078
H (-6.91, -0.06, 0.24)  0.076
H (-7.52, 0.35, -1.36)  0.089
H (-5.41, 2.04, -0.78)  0.129
H (-1.90, 2.92, -1.80)  0.068
H (-3.54, 3.59, -2.00)  0.092
H (-2.96, 3.16, -0.40)  0.085
H (1.87, -2.89, -2.28)  0.082
H (0.57, -1.87, -1.66)  0.049
H (1.02, -1.79, -3.38)  0.092
H (3.98, -2.28, -1.58)  0.122
H (6.70, 0.16, -0.64)  0.078
H (6.02, -1.34, 0.03)  0.082
H (6.55, -1.30, -1.65)  0.089
H (5.08, 1.86, -1.12)  0.120
H (3.57, 3.54, -1.51)  0.078
H (2.43, 3.29, -2.84)  0.080
H (1.87, 3.20, -1.15)  0.086
H (0.80, 2.21, -4.15)  0.110
H (0.91, 0.47, -4.58)  0.122
H (-1.39, 0.33, -4.66)  0.115
H (-1.52, 2.06, -4.18)  0.120
H (-3.11, -2.89, -2.84)  0.081
H (-2.14, -1.81, -3.85)  0.085
H (-1.60, -2.22, -2.20)  0.068
H (-5.04, -2.08, -1.92)  0.119
C (2.98, 4.36, 3.38)  -0.068
N (2.89, 3.00, 3.85)  -0.254
C (3.41, 2.79, 5.18)  -0.068
C (2.12, 2.04, 3.19)  -0.223
C (2.69, 1.19, 2.21)  0.041
C (1.93, 0.22, 1.59)  0.016
C (0.57, 0.03, 1.93)  -0.127
C (-0.18, -1.12, 1.50)  0.056
C (-1.62, -1.20, 1.56)  -0.107
C (-1.99, -2.58, 1.68)  -0.092
C (-3.30, -2.93, 1.97)  0.017
C (-4.28, -1.93, 2.04)  -0.022
C (-3.94, -0.58, 1.82)  -0.044
C (-2.61, -0.21, 1.58)  0.006
C (-0.79, -3.37, 1.55)  -0.091
C (0.33, -2.47, 1.36)  -0.085
C (1.61, -3.00, 1.22)  0.017
C (1.79, -4.39, 1.31)  -0.042
C (0.71, -5.25, 1.58)  -0.026
C (-0.59, -4.73, 1.71)  0.012
C (-0.01, 0.93, 2.86)  0.018
C (0.75, 1.90, 3.49)  0.027
H (2.47, 4.45, 2.41)  0.092
H (2.53, 5.06, 4.10)  0.087
H (4.04, 4.64, 3.26)  0.088
H (3.22, 1.76, 5.49)  0.094
H (4.50, 2.97, 5.18)  0.088
H (2.96, 3.49, 5.90)  0.086
H (3.76, 1.31, 1.99)  0.130
H (2.38, -0.41, 0.83)  0.094
H (-3.53, -3.98, 2.15)  0.121
H (-5.32, -2.18, 2.27)  0.120
H (-4.71, 0.18, 1.86)  0.115
H (-2.34, 0.82, 1.39)  0.123
H (2.46, -2.35, 1.04)  0.103
H (2.79, -4.81, 1.18)  0.115
H (0.89, -6.32, 1.68)  0.118
H (-1.44, -5.37, 1.94)  0.122
H (-1.05, 0.82, 3.15)  0.112
H (0.30, 2.57, 4.23)  0.133

## Properties
E_LUMO ... -5.30 eV
Frontier orbital gap ... 5.18 eV
Total charge ... +1
Relative energy (zero: lowest compared OMol25 entry of this formula, charge and spin) ... 0.0745 eV
E ... -48731.59417 eV